Density functional theory data (the ωB97M-V functional and the def2-TZVPD basis) for 7 unconnected molecules or ions with the total composition C26H64N2O12 at a distorted geometry.

Positions of all 104 atoms, in Å:
C -12.1993 -7.4429 -0.9193
O -11.2705 -7.9340 -1.9419
C -9.9593 -8.1261 -1.6932
C -9.1936 -6.7665 -1.4756
O -9.4952 -6.1250 -0.2395
C -8.4293 -5.2544 0.1993
H -13.2279 -7.6955 -1.1766
H -12.2312 -6.3743 -0.7064
H -12.1304 -7.8994 0.0681
H -9.6591 -8.6563 -2.5969
H -9.7503 -8.7364 -0.8145
H -9.2342 -6.0191 -2.2679
H -8.1312 -7.0099 -1.4694
H -8.6552 -4.3388 -0.3473
H -7.4121 -5.5191 -0.0895
H -8.4982 -5.1096 1.2774
C 7.1336 1.2402 2.2147
O 8.3774 0.6732 2.2199
C 8.4187 -0.7254 2.5614
C 9.9396 -1.1453 2.6890
O 10.6433 -0.2201 3.5538
C 11.1104 0.9658 2.9750
H 6.9637 1.5371 3.2496
H 6.3476 0.7810 1.6152
H 7.4315 2.1717 1.7334
H 8.2026 -1.3125 1.6689
H 7.7758 -1.0451 3.3815
H 10.3533 -1.0918 1.6820
H 9.9746 -2.1927 2.9888
H 11.8857 1.3523 3.6366
H 10.2642 1.6483 2.8973
H 11.6353 0.7924 2.0355
C 2.3520 8.0663 -0.8931
O 2.0532 7.5827 -2.2962
C 2.5806 8.4811 -3.2194
C 2.4554 8.0123 -4.6258
O 1.1732 7.6805 -5.1391
C 1.1732 7.4398 -6.5581
H 1.7318 7.5514 -0.1593
H 2.0221 9.1028 -0.8227
H 3.3975 7.9388 -0.6125
H 3.6457 8.4857 -2.9878
H 2.1197 9.4419 -2.9902
H 3.1340 7.1884 -4.8467
H 2.9030 8.7957 -5.2376
H 0.2715 6.8311 -6.6259
H 1.9596 7.0190 -7.1847
H 0.8406 8.3193 -7.1096
C 2.0128 -8.0476 4.3060
O 1.5347 -6.6497 4.5725
C 2.5544 -5.5550 4.5538
C 3.0016 -5.3879 3.0444
O 4.3498 -5.8157 2.8450
C 4.6747 -6.2102 1.6053
H 2.0225 -8.2980 3.2452
H 1.3652 -8.6616 4.9320
H 3.0346 -8.2919 4.5963
H 3.4085 -5.7473 5.2032
H 2.0645 -4.6749 4.9703
H 2.8870 -4.3413 2.7622
H 2.3398 -5.8733 2.3272
H 5.6132 -6.7641 1.6290
H 4.7657 -5.3715 0.9151
H 4.0472 -6.8439 0.9785
C -1.2538 -0.7267 -4.9348
O -2.3238 0.2062 -4.5255
C -2.5055 1.2250 -5.4656
C -3.5313 2.2770 -5.0602
O -4.9047 1.9058 -5.3406
C -5.4119 1.2486 -4.1785
H -0.4126 -0.1783 -5.3587
H -1.5749 -1.5585 -5.5617
H -0.8851 -1.1836 -4.0164
H -3.0765 0.6953 -6.2282
H -1.6761 1.7798 -5.9042
H -3.3024 3.1530 -5.6672
H -3.2396 2.4107 -4.0185
H -5.2401 1.8551 -3.2893
H -4.8949 0.3279 -3.9080
H -6.4891 1.1050 -4.2630
C 0.9694 4.1490 5.3306
C -0.1375 5.0361 5.0697
O -0.0413 6.2295 5.4634
N -1.2626 4.5983 4.4436
C -2.2962 5.5670 4.0821
H 0.6846 3.0996 5.4068
H 1.5317 4.5367 6.1800
H 1.7258 4.2046 4.5477
H -1.4819 3.6301 4.2574
H -2.9258 4.9718 3.4206
H -1.9169 6.3877 3.4733
H -2.8984 5.9962 4.8829
C -2.0275 -0.9734 0.4785
C -1.2661 0.2592 0.7532
O -1.0312 0.5293 1.9207
N -0.7487 0.9577 -0.2531
C 0.1683 2.1054 -0.0342
H -2.3815 -1.0903 -0.5458
H -2.9034 -1.0219 1.1255
H -1.3802 -1.8053 0.7562
H -1.2201 0.7855 -1.1296
H 0.6656 2.1271 0.9355
H -0.4146 3.0258 -0.0688
H 0.8416 2.3271 -0.8622

Values from the calculation:
Structure (SMILES): CNC(C)=O.CNC(C)=O.COCCOC.COCCOC.COCCOC.COCCOC.COCCOC
E_HOMO: -9.343 eV
Gap between HOMO and LUMO: 9.6 eV
LUMO energy: 0.222 eV


Density functional theory data (the ωB97M-V functional and the def2-TZVPD basis) for 7 unconnected molecules or ions with the total composition C26H65N2O7S6.

Positions of all 106 atoms, in Å:
C 2.3007 -2.1455 1.1801
C 1.9384 -0.6786 1.4783
C 0.4324 -0.3799 1.5371
C -0.0617 0.5738 0.4350
N -1.5133 0.7123 0.6544
C -2.2055 1.5901 -0.2957
C -3.5633 1.0195 -0.7439
C 0.2172 -0.0866 -0.9473
C 0.9427 0.6948 -2.0603
C 2.4083 0.2568 -2.1995
C 0.2374 0.4045 -3.3915
N 0.8684 2.1547 -1.8393
O 1.1645 2.8706 -2.8528
C 1.1838 2.7574 -0.5224
C 0.5781 4.1661 -0.5309
C 2.7114 2.8989 -0.3611
C 0.5782 1.9615 0.6552
H 2.5710 -2.6928 2.0831
H 1.4851 -2.6871 0.7007
H 3.1720 -2.1823 0.5188
H 2.4299 -0.0344 0.7503
H 2.3811 -0.4067 2.4385
H 0.1342 0.0375 2.5010
H -0.1238 -1.3196 1.4293
H -1.9264 -0.2119 0.5998
H -1.5865 1.7839 -1.1791
H -2.3689 2.5629 0.1769
H -3.7891 0.0550 -0.2914
H -4.3719 1.7056 -0.4913
H -3.5856 0.9016 -1.8283
H -0.7584 -0.3792 -1.3421
H 0.7701 -1.0173 -0.8114
H 2.9748 0.3497 -1.2741
H 2.8892 0.8654 -2.9680
H 2.4213 -0.7844 -2.5298
H -0.7400 0.8890 -3.4066
H 0.8274 0.7429 -4.2394
H 0.0799 -0.6730 -3.4755
H -0.4847 4.1171 -0.7763
H 1.0816 4.8045 -1.2536
H 0.6780 4.5972 0.4661
H 2.9017 3.6838 0.3725
H 3.1814 1.9885 0.0074
H 3.1633 3.1860 -1.3107
H 1.3502 1.8950 1.4208
H -0.2091 2.5728 1.0995
C 3.4112 -5.3165 -0.5953
S 2.1602 -6.1633 0.3741
O 2.3042 -5.6868 1.7770
C 2.9306 -7.7867 0.3069
H 3.1404 -4.2655 -0.6380
H 4.3813 -5.4180 -0.1150
H 3.4331 -5.7310 -1.6033
H 3.9359 -7.7209 0.7226
H 2.9598 -8.1325 -0.7264
H 2.3231 -8.4628 0.9051
C -8.9485 -0.2398 -0.6206
S -7.2500 0.3258 -0.5387
O -6.4667 -0.7331 0.1547
C -7.5482 1.6253 0.6661
H -8.9792 -1.0790 -1.3135
H -9.2652 -0.5676 0.3702
H -9.5788 0.5691 -0.9918
H -7.9722 1.1854 1.5687
H -8.2254 2.3631 0.2356
H -6.5894 2.0872 0.8936
C 5.9215 -1.5453 2.3311
S 5.3196 0.1231 2.0559
O 5.1553 0.2723 0.5792
C 6.8492 0.9623 2.4839
H 5.1108 -2.2295 2.0889
H 6.7688 -1.7334 1.6746
H 6.2035 -1.6678 3.3772
H 7.6516 0.6078 1.8366
H 7.0820 0.7694 3.5312
H 6.6880 2.0276 2.3311
C -11.9802 0.4362 -4.0249
S -11.8214 2.0752 -3.3073
O -10.7940 1.9682 -2.2357
C -13.4175 2.0857 -2.4835
H -11.0498 0.2180 -4.5449
H -12.1420 -0.2906 -3.2291
H -12.8081 0.4286 -4.7335
H -13.4742 1.2395 -1.7993
H -14.2108 2.0379 -3.2293
H -13.4908 3.0184 -1.9286
C 3.1287 3.1361 5.7085
S 2.4198 1.8973 4.6158
O 2.7131 2.3468 3.2294
C 0.7011 2.3065 4.9376
H 4.2105 3.0761 5.6094
H 2.7815 4.1230 5.4034
H 2.8405 2.9225 6.7378
H 0.5299 3.3538 4.6886
H 0.4713 2.1103 5.9848
H 0.0900 1.6701 4.2996
C 8.2008 -2.7443 -1.9825
S 6.6786 -2.4040 -1.0877
O 5.8858 -3.6666 -1.1092
C 5.9590 -1.3020 -2.3002
H 8.7786 -3.4493 -1.3882
H 7.9620 -3.1833 -2.9512
H 8.7615 -1.8176 -2.1050
H 5.8755 -1.8228 -3.2545
H 6.5797 -0.4109 -2.3880
H 4.9779 -1.0176 -1.9289

Values from the calculation:
Multiplicity: 2
E_HOMO (alpha / beta): -7.281 / -8.104 eV
Gap between HOMO and LUMO (alpha / beta): 7.7 / 8.5 eV
LUMO energy (alpha / beta): 0.406 / 0.406 eV